1.
C34H27N4O4STeW | ωB97M-V/def2-TZVPD

Structure (XYZ):
```
72
Properties=species:S:1:pos:R:3:forces:R:3
W 0.689 0.428 0.475 -0.102 -0.061 -0.341
O -0.128 -0.718 1.806 -0.020 0.013 0.074
C -1.357 -0.840 2.303 -0.033 -0.077 -0.029
C -1.928 -2.102 2.451 0.025 -0.047 0.001
C -3.202 -2.205 2.971 -0.020 0.057 0.007
C -3.915 -1.070 3.373 0.024 -0.037 -0.014
C -3.335 0.172 3.256 -0.023 0.020 0.009
C -2.053 0.296 2.704 0.042 0.113 0.017
C -1.406 1.573 2.619 -0.052 -0.047 -0.033
N -0.336 1.848 1.964 -0.027 -0.023 0.115
C 0.101 3.239 2.026 -0.012 -0.005 0.016
C 0.266 3.732 0.604 -0.006 -0.014 -0.044
N 0.539 2.601 -0.310 0.067 0.021 0.152
C 0.421 2.910 -1.550 -0.034 -0.011 -0.086
C 0.552 2.037 -2.684 -0.023 0.029 0.052
C 0.152 2.450 -3.959 0.004 0.035 0.001
C 0.317 1.609 -5.038 0.012 -0.021 0.002
C 0.918 0.362 -4.850 -0.010 0.028 -0.002
C 1.339 -0.054 -3.600 0.028 -0.047 0.013
C 1.137 0.783 -2.507 0.020 0.052 -0.033
O 1.545 0.434 -1.292 -0.297 -0.058 0.229
H -1.364 -2.974 2.147 0.000 0.005 -0.001
H -3.656 -3.182 3.073 0.003 -0.003 0.000
H -4.910 -1.173 3.782 0.000 0.006 0.003
H -3.862 1.061 3.582 -0.001 -0.003 -0.002
H -1.883 2.383 3.170 -0.005 0.004 -0.011
H 1.030 3.293 2.588 0.003 -0.010 -0.005
H -0.641 3.844 2.547 0.003 0.006 0.001
H 1.068 4.467 0.529 0.021 -0.001 0.032
H -0.665 4.200 0.281 0.034 0.037 -0.025
H 0.170 3.946 -1.785 -0.014 -0.009 0.003
H -0.288 3.432 -4.087 -0.002 -0.004 -0.002
H -0.001 1.914 -6.024 0.001 0.006 0.001
H 1.065 -0.290 -5.701 -0.001 -0.003 0.002
H 1.829 -1.007 -3.452 -0.003 0.008 0.004
O 2.012 -0.936 0.730 0.259 -0.058 -0.029
C 2.590 -1.913 0.006 -0.035 0.001 0.016
C 3.932 -2.219 0.202 -0.021 -0.031 -0.029
C 4.510 -3.261 -0.506 -0.038 0.014 0.016
C 3.769 -4.022 -1.403 0.027 0.012 0.001
C 2.434 -3.728 -1.584 -0.049 -0.048 -0.033
C 1.834 -2.672 -0.894 -0.046 0.066 0.037
C 0.437 -2.399 -1.122 0.063 -0.082 -0.027
N -0.171 -1.350 -0.720 0.046 0.019 0.037
N -1.502 -1.264 -1.094 -0.052 -0.007 -0.021
C -1.948 -0.104 -0.789 0.149 -0.007 0.038
O -1.181 0.788 -0.166 0.093 0.023 -0.202
C -3.320 0.315 -1.113 -0.034 -0.009 0.044
C -3.815 1.519 -0.620 0.005 0.020 -0.003
C -5.112 1.906 -0.917 -0.002 0.011 0.008
C -5.915 1.095 -1.706 0.007 -0.015 -0.010
C -5.421 -0.106 -2.200 0.009 0.019 0.017
C -4.127 -0.498 -1.906 -0.018 -0.016 0.002
H 4.511 -1.649 0.909 -0.006 0.012 -0.003
H 5.556 -3.484 -0.344 0.003 0.000 -0.004
H 4.229 -4.836 -1.945 -0.003 -0.002 0.000
H 1.829 -4.314 -2.268 0.009 0.002 0.000
H -0.146 -3.113 -1.701 0.004 0.002 0.007
H -3.180 2.144 -0.006 -0.003 -0.004 -0.005
H -5.498 2.841 -0.533 -0.001 -0.001 0.001
H -6.927 1.399 -1.937 -0.001 -0.002 -0.003
H -6.047 -0.737 -2.817 -0.001 0.001 -0.001
H -3.730 -1.430 -2.283 -0.001 -0.001 0.000
Te 2.909 1.774 1.564 0.036 0.132 -0.032
C 4.120 0.315 2.405 -0.078 0.006 -0.043
C 3.775 -0.677 3.276 0.064 0.008 0.120
C 4.892 -1.460 3.677 -0.035 0.001 -0.068
C 6.053 -1.046 3.096 0.045 0.012 0.065
S 5.802 0.296 2.068 0.010 -0.027 0.015
H 2.762 -0.840 3.616 -0.001 -0.010 -0.002
H 4.835 -2.286 4.371 -0.005 -0.010 -0.011
H 7.044 -1.444 3.244 -0.001 0.006 -0.008
```
Positions in Å, forces in eV/Å.

gap between HOMO and LUMO (alpha / beta): 5.71 / 5.71 eV
energy above the lowest of the compared OMol25 structures with the same formula, charge and spin: 11.47 kcal per mole
maximum force: 0.4 eV/A
calculated total energy: -2564.98526 a.u.
E_HOMO (alpha / beta): -10.009 / -10.009 eV
net charge: +1
LUMO energy (alpha / beta): -4.30 / -4.29 eV

Results of the Löwdin charge analysis, in e, for atoms 1 through 8:
1. W 1.798
2. O -0.222
3. C -0.300
4. C 0.021
5. C -0.036
6. C -0.056
7. C -0.012
8. C -0.145

=====

2.
C7H3ClS2 | ωB97M-V/def2-TZVPD

Structure (XYZ):
```
13
Properties=species:S:1:pos:R:3:forces:R:3
Cl -1.920 -1.122 3.030 0.156 0.989 -0.994
C -1.347 -0.264 1.610 -2.107 0.289 0.947
S -2.257 1.024 0.833 0.614 -1.291 0.995
C -1.054 1.100 -0.399 -0.643 -0.531 1.342
C -0.028 0.275 -0.292 -0.169 -1.426 1.900
C -0.198 -0.606 0.977 1.734 0.508 -1.450
C 0.687 -1.550 1.638 1.356 1.539 -3.625
S 2.239 -1.444 0.239 0.265 0.207 -0.533
C 2.277 -0.432 -1.305 -0.989 -2.072 3.671
C 0.975 0.306 -1.407 0.378 -2.087 1.193
H -1.204 1.701 -1.214 -0.460 1.668 -1.703
H 0.498 -0.299 -2.214 0.341 1.280 -0.453
H 1.332 1.310 -1.496 -0.476 0.926 -1.290
```
Positions in Å, forces in eV/Å.

gap between HOMO and LUMO: 7.11 eV
energy above the lowest of the compared OMol25 structures with the same formula, charge and spin: 44.21 kcal per mole
maximum force: 4.3 eV/A
SMILES string: Clc1scc2c1C#S#CC2
calculated total energy: -1524.83272 a.u.
E_HOMO: -8.838 eV
net charge: 0
LUMO energy: -1.73 eV

Results of the Löwdin charge analysis, in e, for atoms 1 through 8:
1. Cl 0.657
2. C -0.911
3. S 1.037
4. C -0.395
5. C -0.291
6. C -0.480
7. C -0.043
8. S 0.694

=====

3.
C28H28AsBIrN3O8S2 | ωB97M-V/def2-TZVPD

Structure (XYZ):
```
72
Properties=species:S:1:pos:R:3:forces:R:3
Ir 0.643 0.046 0.634 -1.333 1.999 -1.504
C -3.554 4.514 5.485 0.008 0.027 0.066
C -2.629 3.423 5.058 0.111 -0.054 -0.115
C -1.650 3.654 4.095 0.051 -0.141 -0.013
C -0.795 2.642 3.697 0.106 0.192 -0.168
C -0.912 1.394 4.277 0.460 -0.606 -0.357
C -1.873 1.135 5.238 -0.173 -0.112 0.198
C -2.725 2.154 5.628 0.159 -0.169 -0.121
S 0.161 0.103 3.694 0.215 1.010 1.206
O 0.277 -0.959 4.641 -0.293 0.053 -0.172
O 1.337 0.694 3.089 -0.294 -0.081 0.420
N -0.607 -0.403 2.324 0.709 -0.351 -1.224
C -1.363 -1.456 2.027 -0.830 -0.469 0.433
C -2.146 -2.207 2.922 0.133 0.149 0.073
C -2.935 -3.210 2.403 -0.138 -0.210 -0.106
C -2.915 -3.466 1.035 -0.187 -0.020 0.585
C -2.066 -2.713 0.231 0.305 0.436 -0.252
N -1.327 -1.735 0.707 0.209 -0.103 -0.338
H -3.506 5.362 4.808 -0.029 0.053 -0.013
H -3.278 4.855 6.482 -0.028 0.084 0.083
H -4.579 4.153 5.533 -0.086 0.019 0.005
H -1.557 4.634 3.654 0.004 0.100 -0.071
H -0.035 2.798 2.947 0.089 0.185 -0.080
H -1.935 0.151 5.674 -0.045 -0.116 0.165
H -3.475 1.969 6.382 -0.070 -0.059 0.082
H -2.091 -1.984 3.974 -0.114 -0.026 0.167
H -3.564 -3.798 3.054 -0.019 -0.029 0.046
H -3.534 -4.234 0.601 -0.032 -0.124 -0.041
H -1.984 -2.908 -0.830 0.026 -0.015 -0.077
C 0.050 2.397 -3.217 -0.092 -0.131 0.104
As -1.422 1.848 -2.061 -0.373 0.589 -0.513
C -2.624 3.394 -2.280 0.102 -0.154 0.071
C -2.613 0.451 -2.738 0.213 0.095 0.144
S -1.056 1.967 0.079 0.404 -0.699 0.266
H -0.071 1.913 -4.187 -0.053 0.012 0.129
H 0.998 2.085 -2.783 -0.133 -0.010 0.038
H 0.017 3.484 -3.322 -0.077 -0.158 0.089
H -2.880 3.494 -3.338 0.058 -0.072 0.051
H -2.146 4.314 -1.945 0.080 -0.105 0.003
H -3.540 3.248 -1.707 0.082 -0.070 -0.006
H -2.438 0.372 -3.812 0.033 0.038 0.126
H -3.647 0.735 -2.536 0.168 0.111 0.035
H -2.381 -0.504 -2.274 0.066 0.117 -0.005
O -0.006 -0.594 -3.824 0.146 -0.287 -0.419
C 0.419 -0.778 -2.699 0.058 -0.041 -0.261
O 0.034 -0.063 -1.694 -0.184 0.130 1.116
C 1.488 -1.768 -2.359 0.026 -0.148 0.232
C 2.489 -2.123 -3.252 -0.112 -0.051 0.169
C 3.589 -2.845 -2.806 -0.107 0.001 -0.071
C 3.756 -3.118 -1.460 -0.117 -0.074 0.458
C 2.745 -2.757 -0.572 -0.432 0.183 -1.575
C 1.575 -2.172 -1.036 0.304 -0.360 -0.138
N 2.909 -2.805 0.841 0.432 -0.031 1.215
O 2.095 -2.146 1.508 0.345 -0.587 0.187
O 3.854 -3.401 1.315 -0.510 0.200 -0.159
H 2.400 -1.813 -4.281 0.000 0.022 -0.152
H 4.339 -3.166 -3.512 0.143 0.057 -0.020
H 4.652 -3.590 -1.091 0.094 -0.006 0.072
H 0.731 -2.058 -0.364 0.200 -0.070 -0.206
O 3.601 0.782 1.287 -0.887 0.341 0.898
B 2.698 0.588 0.268 0.800 -0.644 -0.194
O 3.392 0.252 -0.902 -1.063 0.216 -0.296
C 4.704 0.174 -0.562 0.908 0.277 1.291
C 5.799 -0.172 -1.330 -0.402 0.113 0.031
C 7.021 -0.205 -0.676 0.177 0.058 0.292
C 7.138 0.065 0.691 0.079 -0.026 -0.403
C 6.046 0.428 1.461 -0.544 0.080 -0.084
C 4.826 0.493 0.807 1.064 -0.496 -1.453
H 5.699 -0.403 -2.379 0.016 0.014 -0.080
H 7.911 -0.429 -1.244 0.076 -0.127 -0.016
H 8.107 -0.009 1.159 0.109 0.027 0.029
H 6.133 0.637 2.514 -0.010 0.044 0.128
```
Positions in Å, forces in eV/Å.

gap between HOMO and LUMO (alpha / beta): 7.36 / 4.13 eV
energy above the lowest of the compared OMol25 structures with the same formula, charge and spin: 63.41 kcal per mole
maximum force: 2.8 eV/A
2S+1: 6
calculated total energy: -5010.91308 a.u.
E_HOMO (alpha / beta): -10.517 / -10.666 eV
expectation value of S²: 8.797
net charge: +1
LUMO energy (alpha / beta): -3.16 / -6.54 eV

Results of the Löwdin charge analysis, in e, for atoms 1 through 8:
1. Ir 1.343
2. C -0.033
3. C -0.248
4. C -0.007
5. C -0.062
6. C -0.278
7. C -0.043
8. C -0.014